Entry from the OMol25 dataset: a structure of composition C35H56FeN3O9P2S2SbSi3Te2 at a distorted geometry (wB97M-V/def2-TZVPD).

Summary:
Spin multiplicity   5
Expectation value of S²   6.015
Total charge   -2
Frontier orbital gap (spin up / spin down)   5.72 / 5.81 eV

Each line ends with the Mulliken charge.
Positions of all 114 atoms, in Å:
Fe: -0.10834 0.02944 -0.09327  2.3936
O: 0.79409 -3.84008 0.20208  -0.5531
P: 0.81237 -2.57749 1.21479  0.7994
O: 1.26283 -3.02782 2.54923  -0.8409
O: 1.52670 -1.42472 0.50469  -0.0756
O: -0.80861 -2.20638 1.22462  -0.1993
P: -1.34939 -0.99354 2.24800  1.0767
O: -2.66329 -0.48360 1.47457  -0.7066
O: -1.74369 -1.53140 3.55300  -0.8334
O: -0.23978 0.06222 2.12065  -0.6740
H: 1.01493 -4.62638 0.73035  0.2857
H: -2.52642 0.13130 0.73572  0.3212
N: -1.12428 2.21316 -7.75163  -0.6872
C: -1.97202 1.95096 -6.66135  0.5228
C: -2.50620 0.67733 -6.47460  -0.6016
C: -3.33369 0.41326 -5.39383  -0.6823
C: -3.64529 1.42654 -4.49627  -0.3925
C: -3.16439 2.71723 -4.70785  -0.4843
C: -2.34008 2.97617 -5.78787  -0.4900
S: -4.44448 1.02400 -2.96861  1.1108
O: -5.36433 2.10364 -2.67383  -0.8047
O: -5.00314 -0.29006 -3.14329  -0.7082
N: -3.20723 0.92487 -1.95965  -0.0832
C: -2.75338 1.90306 -1.14310  0.0016
S: -3.55239 3.45036 -0.72252  -0.2459
C: -2.23195 3.87199 0.30071  -0.4433
C: -1.31270 2.90603 0.29273  -1.2511
N: -1.55642 1.79468 -0.51851  0.7528
H: -0.59870 1.40985 -8.05378  0.2546
H: -0.52579 3.00987 -7.61464  0.3549
H: -2.24049 -0.12393 -7.16132  0.5870
H: -3.72519 -0.58396 -5.21907  1.0277
H: -3.43568 3.50829 -4.01759  0.3810
H: -1.94657 3.97726 -5.94572  0.2592
H: -2.22398 4.79458 0.86747  0.3996
H: -0.40542 2.92893 0.86497  -0.1551
C: -3.02371 -2.52600 -2.05728  -1.3716
Te: -0.97303 -1.79217 -1.79256  0.1630
C: -1.34534 -1.12081 -3.78586  1.1042
C: -2.25386 -2.16517 -4.38806  -0.3381
C: -2.26554 -2.45351 -5.75311  0.2766
C: -3.11352 -3.43053 -6.26556  -0.9897
C: -3.95103 -4.13286 -5.40334  -0.6516
C: -3.93438 -3.85541 -4.04030  -0.9780
C: -3.09835 -2.86795 -3.51904  0.7744
H: -3.69251 -1.69720 -1.82441  0.3715
H: -3.27199 -3.37079 -1.42351  0.6604
H: -0.43595 -0.98639 -4.36259  0.2963
H: -1.86144 -0.15886 -3.71133  -1.4309
H: -1.59353 -1.90890 -6.41081  0.6807
H: -3.11630 -3.65178 -7.32813  0.4081
H: -4.60509 -4.90645 -5.79191  0.3846
H: -4.58282 -4.40706 -3.36796  0.4569
C: 1.67002 4.74104 -0.53208  -1.0206
Si: 3.08809 3.60159 -0.00669  1.1881
C: 3.94422 3.11900 -1.62141  -0.5009
C: 4.28808 4.78809 0.83432  -1.1728
Sb: 1.88612 1.45059 0.82488  -1.8298
Si: 1.58969 2.19414 3.29282  1.0607
C: -0.02853 3.11735 3.53011  -1.1495
C: 1.63429 0.87297 4.61684  -1.1779
C: 2.85258 3.48859 3.84518  -1.2464
Si: 4.08550 0.20829 1.31182  1.0560
C: 5.44257 1.47065 1.67172  -1.0086
C: 4.77911 -0.73696 -0.13685  -0.9356
C: 4.03347 -0.91226 2.79472  -0.9720
H: 2.01117 5.50366 -1.24745  0.5272
H: 1.23719 5.26140 0.33688  0.2512
H: 0.85803 4.17417 -1.00210  -0.0048
H: 3.98806 3.96929 -2.31805  0.4507
H: 3.41691 2.29349 -2.11527  -0.3275
H: 4.97514 2.77604 -1.43514  0.3154
H: 4.51816 5.60135 0.13422  0.3888
H: 5.22743 4.29026 1.11671  0.2697
H: 3.86268 5.22286 1.74843  0.3092
H: -0.87672 2.48057 3.24902  0.1671
H: -0.07227 4.03098 2.92216  0.2170
H: -0.13942 3.39631 4.58499  0.4856
H: 1.13794 -0.03738 4.25636  0.1626
H: 1.09358 1.22647 5.50289  0.4323
H: 2.65682 0.61211 4.90768  0.3854
H: 2.69253 4.43280 3.30463  0.1649
H: 3.88795 3.17465 3.65827  0.2597
H: 2.74063 3.68485 4.92167  0.3707
H: 5.69896 2.03386 0.76041  0.2087
H: 6.34751 0.95615 2.02639  0.4260
H: 5.13689 2.19823 2.43559  0.0567
H: 4.77865 -0.12124 -1.04223  0.0734
H: 4.15906 -1.61661 -0.34830  0.1681
H: 5.80687 -1.05919 0.08197  0.4838
H: 4.07597 -0.33668 3.72512  0.2239
H: 4.87961 -1.60954 2.77193  0.3825
H: 3.10795 -1.50242 2.80234  0.1698
C: 2.27587 1.92960 -8.23571  -1.8342
C: 2.14057 1.40159 -6.82694  0.4093
C: 1.33848 2.03940 -5.88988  -0.5841
C: 1.21549 1.56376 -4.58147  1.2385
C: 0.33210 2.30428 -3.60152  -0.7130
C: 1.92162 0.41264 -4.19222  -0.3440
Te: 1.75353 -0.34650 -2.20485  0.4389
C: 2.73532 -0.24502 -5.12830  1.0165
C: 3.51004 -1.49174 -4.75778  -1.6087
C: 2.83179 0.25996 -6.42602  -1.2993
H: 1.58253 2.75442 -8.41470  0.3112
H: 2.07279 1.14697 -8.97165  0.3675
H: 3.28934 2.29639 -8.42307  0.4311
H: 0.79868 2.94174 -6.17601  0.7675
H: -0.15719 3.15889 -4.07867  0.2620
H: 0.92288 2.66296 -2.75284  -0.0972
H: -0.44472 1.64909 -3.19468  -0.7188
H: 2.82822 -2.30618 -4.49956  0.2696
H: 4.12290 -1.31564 -3.87145  0.1989
H: 4.15047 -1.81024 -5.58423  0.4229
H: 3.47344 -0.25079 -7.14379  0.3237

Entry from the OMol25 dataset: a cluster of 9 separate species, C35H56N2O21 in total at a distorted geometry (wB97M-V/def2-TZVPD).

Summary:
SMILES string   C[C@H]1COC(=O)O1.C[C@H]1COC(=O)O1.C[C@H]1COC(=O)O1.C[C@H]1COC(=O)O1.C[C@H]1COC(=O)O1.C[C@H]1COC(=O)O1.COC(=O)OC.CCCC#N.CCCC#N
Frontier orbital gap   9.65 eV

Each line ends with the Mulliken charge.
Positions of all 114 atoms, in Å:
C: 20.92143 9.91255 7.46455  -1.2171
C: 20.35142 8.58968 7.78983  0.6156
C: 19.76304 7.91765 6.55381  -0.5707
O: 20.29516 6.60059 6.65589  -0.3767
C: 21.42117 6.64593 7.47386  0.5188
O: 22.21406 5.73890 7.59998  -0.5709
O: 21.45408 7.80516 8.07131  -0.4130
H: 21.25957 10.07649 6.45731  0.4766
H: 21.72756 10.04996 8.17187  0.1806
H: 20.31917 10.84793 7.57728  0.3587
H: 19.53176 8.50323 8.58024  0.4283
H: 20.06219 8.30507 5.59502  0.2751
H: 18.68384 7.87586 6.45668  0.3274
C: 20.05012 16.27178 11.09529  -1.1334
C: 20.67007 15.46978 9.98013  1.2208
C: 21.95642 14.67339 10.15864  -0.8078
O: 21.54728 13.37258 9.88608  -0.2836
C: 20.26067 13.26175 9.75508  -0.3389
O: 19.68352 12.19991 9.62547  -0.4037
O: 19.72922 14.50607 9.60811  0.7873
H: 19.05497 16.49945 10.77023  -0.1091
H: 20.50514 17.19245 11.19791  0.6444
H: 19.99797 15.74599 12.09168  0.0580
H: 20.71968 16.19039 9.17935  -0.4342
H: 22.55403 14.77730 11.10569  0.3035
H: 22.59084 14.97536 9.41341  0.3411
C: 22.46977 10.02552 11.23269  -0.9811
C: 21.90612 10.10717 12.59495  0.3527
C: 22.91554 10.40057 13.71868  -0.6017
O: 22.69161 11.79819 14.02609  -0.4117
C: 21.54517 12.21133 13.48823  0.5152
O: 21.05606 13.30382 13.49847  -0.4522
O: 21.03073 11.25966 12.75751  -0.1689
H: 22.88062 10.96418 10.82935  0.2341
H: 21.82671 9.55717 10.53236  0.0262
H: 23.33518 9.32062 11.25786  0.4388
H: 21.39825 9.18474 12.87615  0.3151
H: 23.81139 10.00705 13.20197  0.3687
H: 22.68041 9.84127 14.63079  0.3134
C: 19.93520 18.69363 7.11435  -0.9358
C: 18.61860 18.33068 6.53843  0.8017
C: 17.93470 17.30323 7.33900  0.4323
O: 16.56410 17.65637 7.21942  -0.3475
C: 16.43070 18.83011 6.72911  0.5367
O: 15.33328 19.34617 6.53561  -0.6585
O: 17.60461 19.38944 6.45480  -0.3999
H: 20.41342 17.80730 7.35912  -0.0905
H: 19.79182 19.27707 8.02619  0.2821
H: 20.67666 19.10121 6.36151  0.3407
H: 18.69080 17.99291 5.47615  0.2613
H: 18.14921 17.16139 8.37613  -0.3830
H: 18.13808 16.31044 7.00045  0.1939
C: 23.54561 12.11388 5.10894  -1.4178
C: 22.80922 12.71852 6.38149  0.8165
C: 23.47316 14.09691 6.67584  -0.3508
O: 22.34652 14.86532 7.07950  -0.3429
C: 21.22857 14.30351 6.54160  0.6196
O: 20.04746 14.68025 6.59966  -0.5585
O: 21.54596 13.17118 5.95148  -0.3568
H: 24.65317 12.24433 5.32246  0.3526
H: 23.16948 12.65039 4.16437  0.3035
H: 23.34873 11.06353 5.08094  0.3623
H: 22.76567 11.94210 7.19470  -0.0454
H: 24.01103 14.55389 5.81515  0.3150
H: 24.22274 14.01383 7.51620  0.2866
C: 17.26465 10.12799 8.72032  -0.8683
C: 16.03003 9.94108 9.64211  0.7073
C: 14.79347 10.51959 8.85973  -0.1576
O: 14.04125 9.32425 8.71490  -0.3402
C: 14.53206 8.31820 9.41053  0.4481
O: 13.95097 7.22257 9.61104  -0.5940
O: 15.77506 8.61141 9.90543  -0.3992
H: 18.20451 10.12782 9.27811  -0.4006
H: 17.33284 11.05706 8.19287  0.4294
H: 17.33108 9.27194 8.02197  0.4244
H: 16.09891 10.50549 10.64465  0.0650
H: 15.13864 10.88852 7.80693  0.2550
H: 14.35097 11.20165 9.51529  0.2694
C: 16.56093 17.06200 12.12789  -0.3578
O: 16.09811 18.41464 11.93577  -0.2979
C: 16.64174 19.13650 11.03822  0.5929
O: 17.61573 18.64807 10.06384  -0.4063
O: 16.26267 20.37884 10.96119  -0.3725
C: 16.79510 21.36737 10.08998  -0.6840
H: 15.92992 16.48777 12.78256  0.2706
H: 17.49821 17.04671 12.58941  0.4092
H: 16.69287 16.57097 11.16093  -0.1554
H: 16.42018 22.16620 10.67773  0.3104
H: 16.33740 21.38457 9.08688  0.2572
H: 17.84491 21.43434 10.05090  0.3286
C: 18.09189 12.76566 12.72341  0.1932
C: 17.45449 13.66777 13.72346  0.4936
C: 18.37644 14.48913 14.58478  0.1557
C: 17.70004 15.40947 15.52028  -0.0635
N: 17.12395 16.17719 16.19603  -0.5272
H: 18.82213 12.04790 13.02905  0.6883
H: 18.68784 13.37216 12.03669  -0.1417
H: 17.39994 12.21965 12.06741  -0.5749
H: 16.91013 13.07215 14.39612  0.3665
H: 16.81810 14.40132 13.26857  -0.6482
H: 19.08005 14.98673 13.98521  -0.1535
H: 19.00505 13.74499 15.19298  0.3527
C: 15.16637 13.26876 11.05876  -1.3547
C: 16.16892 13.72589 9.96915  2.9753
C: 15.55222 14.55071 8.86607  -0.4884
C: 14.95639 15.82323 9.27326  0.1487
N: 14.50148 16.82539 9.61753  -0.5846
H: 15.16041 13.93502 11.99932  0.1359
H: 15.28593 12.17841 11.41282  0.2840
H: 14.14679 13.50656 10.61610  0.5044
H: 16.66951 12.88755 9.48844  -1.0153
H: 16.88588 14.39909 10.37107  -1.0202
H: 14.79718 14.11238 8.22709  0.5892
H: 16.28186 14.84676 8.05678  0.1077

It is found that the energy above the lowest of the compared OMol25 structures with the same formula, charge and spin values, taken in the order of the records, are 0.0; 15.9 kcal/mol.
It is found that the energy values, taken in the order of the records, are -6596.7925; -3056.6742 Ha.